Arrangement i

{"formula": "C5H8NO", "method": "ωB97M-V with the def2-TZVPD basis set", "charge": 1, "lumo_energy_ha": -0.2097, "smiles": "C=C(C)[N+](=C)C=O", "elements": ["C", "C", "C", "C", "C", "N", "O", "H", "H", "H", "H", "H", "H", "H", "H"], "xyz": [[1.195, -0.962, 1.034], [-1.203, 0.255, -1.313], [1.234, 0.331, -1.756], [0.146, -0.270, 0.653], [-0.888, 0.404, 1.575], [-0.076, 0.016, -0.766], [1.027, 0.509, -2.884], [1.783, -1.376, 0.212], [1.510, -1.127, 2.065], [-2.109, 0.079, -0.644], [-1.508, 0.379, -2.356], [2.042, 0.298, -1.061], [-1.813, -0.145, 1.824], [-1.168, 1.316, 1.054], [-0.171, 0.293, 2.363]]}

Arrangement ii

{"formula": "C5H8NO", "method": "ωB97M-V with the def2-TZVPD basis set", "charge": 1, "lumo_energy_ha": [-0.2322, -0.2321], "elements": ["C", "C", "C", "C", "C", "N", "O", "H", "H", "H", "H", "H", "H", "H", "H"], "xyz": [[2.052, -0.229, 0.058], [0.969, -0.869, 0.777], [-1.492, -1.073, -0.106], [-0.267, -0.320, 0.051], [-0.550, 1.169, -0.197], [1.101, -1.057, -0.665], [-2.543, -0.387, -0.322], [2.072, 0.872, -0.129], [2.944, -0.765, 0.051], [1.067, -1.596, 1.563], [-1.568, -2.155, 0.102], [-1.188, 1.151, -1.127], [0.465, 1.739, -0.342], [-1.152, 1.598, 0.688], [-3.347, -0.972, -0.154]]}

Least stable = arrangement ii

Arrangement i

{"formula": "C22H27Br2EuO7PSSe", "method": "ωB97M-V with the def2-TZVPD basis set", "charge": 1, "s2": 12.011, "lumo_energy_ha": [-0.1170, -0.0908], "multiplicity": 7, "elements": ["Eu", "Br", "C", "Br", "H", "H", "C", "O", "H", "H", "H", "H", "C", "S", "C", "O", "H", "H", "H", "H", "H", "H", "O", "Se", "O", "O", "O", "O", "P", "C", "C", "C", "C", "C", "C", "C", "C", "C", "C", "C", "C", "C", "C", "C", "C", "C", "C", "H", "H", "H", "H", "H", "H", "H", "H", "H", "H", "H", "H", "H", "H", "H"], "xyz": [[-1.773, 1.269, -0.814], [-1.452, 2.287, -3.680], [-1.101, 4.038, -2.960], [0.012, 3.969, -1.380], [-2.050, 4.468, -2.673], [-0.569, 4.601, -3.714], [-2.824, -1.932, -2.232], [-2.581, -0.521, -2.244], [-3.357, -2.220, -1.325], [-1.859, -2.431, -2.265], [-3.404, -2.215, -3.108], [-3.431, -0.036, -2.382], [-1.441, 3.799, 3.167], [-2.321, 2.575, 2.241], [-2.509, 1.315, 3.467], [-1.235, 2.013, 1.278], [-2.117, 4.196, 3.925], [-1.168, 4.597, 2.480], [-0.552, 3.357, 3.618], [-3.117, 1.722, 4.276], [-1.528, 1.008, 3.829], [-3.038, 0.492, 2.991], [-3.682, 0.813, 0.258], [-4.406, 2.053, -0.696], [-5.697, 2.739, -0.010], [-3.050, 3.089, -0.830], [-4.485, 1.352, -2.181], [0.263, 0.407, -1.061], [1.218, -0.606, -0.436], [2.353, 0.197, 0.680], [2.095, 1.501, 1.091], [2.948, 2.129, 1.989], [4.054, 1.454, 2.481], [4.316, 0.150, 2.075], [3.472, -0.476, 1.175], [0.262, -1.819, 0.490], [0.880, -2.995, 0.919], [0.184, -3.938, 1.659], [-1.149, -3.726, 1.982], [-1.779, -2.562, 1.567], [-1.075, -1.619, 0.833], [2.167, -1.486, -1.655], [1.657, -2.636, -2.260], [2.348, -3.243, -3.295], [3.549, -2.702, -3.735], [4.060, -1.554, -3.145], [3.371, -0.945, -2.109], [1.225, 2.026, 0.720], [2.748, 3.146, 2.300], [4.720, 1.947, 3.178], [5.184, -0.371, 2.456], [3.698, -1.486, 0.853], [1.914, -3.201, 0.668], [0.683, -4.844, 1.977], [-1.696, -4.465, 2.553], [-2.819, -2.377, 1.803], [-1.658, -0.739, 0.582], [0.724, -3.071, -1.924], [1.955, -4.138, -3.759], [4.093, -3.177, -4.542], [4.995, -1.131, -3.488], [3.777, -0.048, -1.657]]}

Arrangement ii

{"formula": "C22H27Br2EuO7PSSe", "method": "ωB97M-V with the def2-TZVPD basis set", "charge": 1, "s2": 12.010, "lumo_energy_ha": [-0.1247, -0.0831], "multiplicity": 7, "elements": ["Eu", "Br", "C", "Br", "H", "H", "C", "O", "H", "H", "H", "H", "C", "S", "C", "O", "H", "H", "H", "H", "H", "H", "O", "Se", "O", "O", "O", "O", "P", "C", "C", "C", "C", "C", "C", "C", "C", "C", "C", "C", "C", "C", "C", "C", "C", "C", "C", "H", "H", "H", "H", "H", "H", "H", "H", "H", "H", "H", "H", "H", "H", "H"], "xyz": [[-0.958, -0.859, 1.842], [1.212, -3.068, 0.916], [1.846, -3.004, 2.737], [2.266, -1.192, 3.208], [2.743, -3.605, 2.788], [1.037, -3.340, 3.374], [-3.957, -0.008, 0.546], [-2.805, 0.681, 1.076], [-4.629, 0.704, 0.067], [-4.462, -0.559, 1.338], [-3.585, -0.704, -0.205], [-3.104, 1.214, 1.823], [-2.047, 1.726, 4.726], [-0.337, 1.397, 4.335], [0.298, 3.069, 4.367], [-0.340, 1.069, 2.836], [-2.102, 2.029, 5.772], [-2.593, 0.793, 4.581], [-2.426, 2.518, 4.080], [0.116, 3.487, 5.357], [-0.200, 3.659, 3.600], [1.369, 3.032, 4.184], [-1.806, -2.885, 2.082], [-2.192, -2.378, 3.643], [-2.826, -3.448, 4.606], [-0.716, -1.715, 4.048], [-3.019, -0.993, 3.277], [-0.490, -0.408, -0.266], [0.389, -0.132, -1.475], [2.089, 0.095, -0.950], [2.320, 0.885, 0.176], [3.615, 1.110, 0.610], [4.684, 0.546, -0.074], [4.457, -0.249, -1.186], [3.162, -0.476, -1.626], [0.258, -1.497, -2.627], [0.790, -1.394, -3.913], [0.691, -2.462, -4.788], [0.052, -3.630, -4.389], [-0.493, -3.729, -3.118], [-0.391, -2.664, -2.236], [-0.139, 1.341, -2.345], [-1.347, 1.282, -3.041], [-1.828, 2.403, -3.691], [-1.103, 3.589, -3.655], [0.101, 3.650, -2.971], [0.586, 2.527, -2.316], [1.487, 1.321, 0.720], [3.795, 1.724, 1.482], [5.696, 0.722, 0.265], [5.288, -0.699, -1.712], [2.992, -1.111, -2.487], [1.271, -0.478, -4.234], [1.104, -2.382, -5.784], [-0.028, -4.461, -5.076], [-1.005, -4.631, -2.812], [-0.841, -2.735, -1.253], [-1.909, 0.356, -3.078], [-2.763, 2.354, -4.232], [-1.476, 4.463, -4.171], [0.670, 4.569, -2.954], [1.535, 2.578, -1.798]]}

Least stable = arrangement ii

Arrangement i

{"formula": "CH15LiO7", "method": "ωB97M-V with the def2-TZVPD basis set", "lumo_energy_ha": -0.0217, "elements": ["Li", "C", "O", "H", "H", "H", "O", "H", "H", "O", "H", "H", "O", "H", "H", "O", "H", "H", "O", "H", "H", "O", "H", "H"], "xyz": [[0.678, -0.494, -0.304], [-1.780, -1.069, 0.152], [-0.702, -0.826, 0.922], [-2.289, -0.194, 0.037], [-2.564, -1.904, 0.477], [-1.289, -1.325, -0.725], [1.576, -1.172, 3.322], [1.156, -0.803, 2.595], [1.388, -0.628, 3.967], [-1.768, 1.539, -2.422], [-0.951, 1.379, -1.986], [-2.160, 0.858, -1.922], [1.009, -1.515, -2.170], [1.837, -1.599, -2.637], [0.565, -1.306, -2.964], [-1.526, 1.800, 1.652], [-1.358, 0.980, 1.116], [-2.151, 1.686, 2.309], [0.382, 1.685, -0.822], [1.011, 2.205, -1.301], [-0.206, 2.265, -0.389], [2.652, -0.431, 0.326], [3.288, 0.069, 0.686], [3.201, -1.198, 0.083]]}

Arrangement ii

{"formula": "CH15LiO7", "method": "ωB97M-V with the def2-TZVPD basis set", "lumo_energy_ha": -0.0207, "elements": ["Li", "C", "O", "H", "H", "H", "O", "H", "H", "O", "H", "H", "O", "H", "H", "O", "H", "H", "O", "H", "H", "O", "H", "H"], "xyz": [[-12.608, -19.341, 28.263], [-11.136, -20.552, 29.968], [-11.111, -19.273, 29.366], [-10.236, -20.898, 30.053], [-11.661, -21.167, 29.365], [-11.545, -20.531, 30.729], [-14.222, -19.931, 29.622], [-15.002, -19.660, 29.393], [-13.998, -20.750, 30.095], [-13.687, -17.924, 27.347], [-13.918, -17.177, 27.830], [-14.687, -18.300, 27.007], [-11.379, -16.750, 28.695], [-10.809, -17.118, 29.256], [-11.390, -15.837, 29.062], [-12.798, -20.240, 27.034], [-12.622, -21.091, 27.023], [-12.567, -19.984, 26.116], [-9.616, -20.643, 27.273], [-9.930, -20.046, 28.132], [-10.487, -21.146, 27.128], [-11.286, -18.761, 31.519], [-11.526, -19.667, 31.872], [-11.142, -19.002, 30.724]]}

Least stable = arrangement ii